No. 1
This record from the Open Molecules 2025 dataset describes C26H64ClFIN3NbO12S3 as an isolated structure. The level of theory is wB97M-V/def2-TZVPD.

```
112
C26H64ClFIN3NbO12S3 wB97M-V/def2-TZVPD
N 1.35116 2.47140 4.38978
C 0.96137 1.19566 3.74135
Nb 2.16191 0.55376 1.89477
Cl 3.93997 -0.15093 3.41727
C 3.56588 0.11083 0.16747
C 3.94239 -1.36043 0.00880
C 3.14097 -2.20384 -0.98663
I 2.38537 -1.25403 -2.73699
C 1.30762 -1.49040 2.10950
C 0.41848 -1.95869 0.94848
C 0.23581 -3.48486 0.94783
C 0.02981 -4.11210 -0.43927
S -0.85726 -3.05145 -1.60049
C 0.17830 -3.24828 -2.96686
N 1.23566 -3.98143 -3.11290
N 1.71969 -3.68817 -4.38122
C 0.92621 -2.80758 -4.88387
O -0.09368 -2.49555 -4.04722
C 0.57179 1.09947 0.48109
C 0.48423 2.52811 -0.08564
C -0.77799 3.25262 0.38279
C -1.04226 4.48738 -0.48248
S -2.37043 4.29320 -1.62980
O -2.21457 5.26608 -2.66499
O -2.52940 2.93693 -2.03219
O -3.65753 4.69911 -0.76642
S 3.26640 2.94949 1.89097
O 4.36588 3.05893 2.80688
O 3.64878 3.22817 0.52080
F 2.22675 4.19079 2.22590
H 0.85441 3.22881 3.93783
H 1.01930 2.50012 5.34900
H 1.20207 0.40396 4.44726
H -0.11754 1.10503 3.56143
H 4.47860 0.66167 0.37791
H 3.13931 0.59563 -0.70399
H 4.99142 -1.41734 -0.27127
H 3.88817 -1.90938 0.94664
H 2.30418 -2.69786 -0.51789
H 3.76139 -3.00786 -1.36006
H 0.69238 -1.48499 3.01200
H 2.07200 -2.23191 2.31831
H -0.57158 -1.52662 1.05271
H 0.82505 -1.68364 -0.01664
H 1.13850 -3.94808 1.33454
H -0.57507 -3.76277 1.61297
H -0.55474 -5.02030 -0.34178
H 0.97045 -4.41512 -0.87657
H 1.02383 -2.35293 -5.84464
H -0.37212 0.85077 0.96939
H 0.63278 0.40504 -0.35497
H 1.34273 3.16242 0.10115
H 0.38612 2.46295 -1.16802
H -0.71406 3.52987 1.42820
H -1.59163 2.55390 0.21590
H -0.17838 4.80094 -1.05483
H -1.32313 5.31875 0.15757
H -3.36210 5.21834 -0.00860
C -1.78519 1.13732 8.26129
C -1.67162 1.09361 6.74691
O -1.42034 -0.21860 6.27100
H -0.87085 0.75805 8.71818
H -1.95866 2.15545 8.61537
H -2.61029 0.50774 8.60354
H -0.83926 1.70918 6.40915
H -2.58925 1.48196 6.28739
H -2.14881 -0.79404 6.53272
C 3.32709 -1.83537 -7.16349
C 4.09961 -3.05041 -6.67843
O 3.67718 -3.45814 -5.38864
H 3.44668 -1.00943 -6.46239
H 3.67154 -1.51407 -8.14896
H 2.25917 -2.06053 -7.22614
H 5.16131 -2.81973 -6.59808
H 3.98384 -3.88153 -7.38688
H 2.73690 -3.67404 -5.42726
C 2.16475 -3.52816 -9.84076
C 2.96302 -3.52604 -8.54934
O 2.12803 -3.66869 -7.40349
H 1.42931 -2.72337 -9.83295
H 2.81642 -3.39893 -10.70609
H 1.62170 -4.46909 -9.95658
H 3.49024 -2.58083 -8.42781
H 3.70547 -4.33111 -8.55923
H 1.66210 -4.50698 -7.47398
C 0.75066 7.80609 2.53668
C -0.28005 7.96647 1.43531
O -1.51739 7.33864 1.78904
H 0.92855 6.75022 2.74070
H 1.69741 8.27016 2.25931
H 0.39825 8.26710 3.46335
H 0.06388 7.48976 0.51911
H -0.46039 9.02578 1.22457
H -1.83177 7.75904 2.59386
C -3.58664 -2.38122 3.22017
C -2.39824 -2.29207 4.15798
O -2.77227 -2.53573 5.52020
H -4.35155 -1.65985 3.50775
H -3.28958 -2.17633 2.19158
H -4.04345 -3.37533 3.25661
H -1.96799 -1.29479 4.12168
H -1.62477 -3.01105 3.86822
H -3.14215 -3.42086 5.56788
C -7.84620 -2.01020 0.76333
C -7.00534 -1.04437 1.57930
O -5.71177 -0.86007 1.01878
H -7.34568 -2.97576 0.68791
H -8.82803 -2.15762 1.21651
H -7.98892 -1.63370 -0.25206
H -6.85030 -1.43048 2.58595
H -7.51110 -0.07547 1.66007
H -5.81893 -0.50617 0.13094
```

The value obtained for the total energy is -4205.10186 hartree. Its molar mass is 981.27 g/mol. The LUMO energy comes out at 0.0665 Eh. For the HOMO energy, the calculation gives -4.78 eV. The total charge is -1.

***

No. 2
This record from the Open Molecules 2025 dataset describes C26H65CrN12OP as an isolated structure. The level of theory is wB97M-V/def2-TZVPD.

```
106
C26H65CrN12OP wB97M-V/def2-TZVPD
Cr 0.12712 -0.34637 0.25197
C 1.90438 -1.69562 -3.11816
N 2.43428 -2.21847 -1.86790
C 3.86581 -2.45385 -1.86000
C 1.59227 -2.83662 -0.98384
N 0.48537 -2.22226 -0.60735
C -0.71635 -3.04174 -0.45974
C -1.88213 -2.33307 -1.16552
N -1.91871 -0.87270 -0.96910
C -2.92746 -0.45847 0.00364
C -2.66246 -1.01107 1.40470
N -1.23209 -1.05005 1.73451
C -0.89227 -1.74528 2.76913
N 0.47468 -1.87050 3.06169
C 1.16494 -0.59156 3.28452
C 0.83387 -2.81713 4.11447
N -1.79525 -2.38299 3.61617
C -2.86898 -1.63083 4.24342
C -2.00267 -3.82250 3.54529
C -1.97429 -0.15259 -2.26683
C -2.68754 1.19245 -2.28368
N -1.99148 2.20548 -1.50796
C -2.28195 3.45057 -1.68033
N -1.35076 4.37611 -1.13160
C -0.28248 4.85949 -1.99690
C -1.90230 5.39682 -0.24870
N -3.40309 3.92504 -2.29782
C -3.44286 5.21867 -2.97044
C -4.69654 3.27149 -2.13527
N 1.91925 -4.07730 -0.55532
C 1.58778 -4.51567 0.79036
C 2.61198 -5.05223 -1.38534
H 2.44766 -0.79444 -3.41330
H 0.84782 -1.46457 -3.00246
H 2.02182 -2.42194 -3.92845
H 4.17074 -2.77728 -0.86988
H 4.36831 -1.51155 -2.08387
H 4.18444 -3.18904 -2.60364
H -0.96124 -3.22319 0.58911
H -0.58552 -4.02114 -0.92736
H -2.82507 -2.78127 -0.83359
H -1.79931 -2.53136 -2.23465
H -3.94001 -0.77209 -0.28732
H -2.91884 0.62890 0.04986
H -3.08067 -2.01545 1.51446
H -3.20485 -0.36834 2.10049
H 0.94415 -0.19954 4.28454
H 2.23547 -0.74310 3.17596
H 0.86368 0.14406 2.54384
H 0.56038 -3.83348 3.84515
H 0.37430 -2.56970 5.07590
H 1.91637 -2.78802 4.22716
H -2.62422 -0.56996 4.26451
H -2.97138 -1.96711 5.27673
H -3.83546 -1.76723 3.74718
H -1.25419 -4.29157 2.90929
H -2.98602 -4.04813 3.11984
H -1.94771 -4.27436 4.53774
H -2.49357 -0.77818 -3.00145
H -0.94928 -0.01222 -2.62636
H -3.71931 1.03798 -1.96282
H -2.74195 1.50188 -3.33454
H -0.52636 5.81375 -2.47500
H -0.07200 4.12721 -2.77585
H 0.62900 5.01211 -1.41407
H -2.36002 6.24251 -0.76884
H -1.09440 5.79469 0.36723
H -2.64356 4.95092 0.41411
H -2.48910 5.44669 -3.43640
H -3.72999 6.03435 -2.30569
H -4.18332 5.16020 -3.76621
H -4.73139 2.73807 -1.18578
H -4.93891 2.58378 -2.94704
H -5.46378 4.04407 -2.10504
H 1.29880 -3.65330 1.38521
H 2.47173 -4.97579 1.23681
H 0.78264 -5.25497 0.79150
H 2.57218 -4.75554 -2.42954
H 2.10444 -6.01270 -1.28954
H 3.65338 -5.18425 -1.08478
N -0.21581 1.66899 0.85284
C 1.05554 2.41578 0.71207
C 1.61142 2.09284 -0.65902
N 1.69268 0.62378 -0.79367
H -0.86209 2.01182 0.11800
H -0.64450 1.87329 1.75043
H 1.75162 2.07545 1.48375
H 0.91063 3.49156 0.82534
H 2.58106 2.57270 -0.80698
H 0.91772 2.46080 -1.41348
H 2.50706 0.26356 -0.27386
H 1.83032 0.37046 -1.76250
C 5.76224 -1.89335 2.13663
P 5.07994 -0.31361 1.61516
C 5.11905 0.73884 3.07314
C 6.26513 0.39319 0.46272
O 3.69907 -0.44588 1.03144
H 6.75898 -1.77532 2.56108
H 5.81970 -2.56342 1.27962
H 5.10447 -2.33422 2.88595
H 6.14394 0.96314 3.36754
H 4.61536 0.24317 3.90332
H 4.59933 1.67119 2.85154
H 7.23819 0.53678 0.93099
H 5.89047 1.35719 0.11732
H 6.37787 -0.26987 -0.39458
```

The value obtained for the total energy is -3147.43358 hartree. Its molar mass is 644.86 g/mol. Its expectation value of S² is 6.01. The energy relative to the best compared isomer or geometry (same formula, charge and spin) is 16.2 kJ/mol. The spin multiplicity is 5. The LUMO energy (spin up / spin down) comes out at -0.1403 / -0.1423 Eh. For the HOMO energy (spin up / spin down), the calculation gives -12.35 / -12.93 eV. The total charge is +2.

***

No. 3
This record from the Open Molecules 2025 dataset describes a 12-piece molecular cluster, C26H66BN8O19 overall. The level of theory is wB97M-V/def2-TZVPD.

```
120
C26H66BN8O19 wB97M-V/def2-TZVPD
O -9.15027 -4.48625 -2.83628
C -9.62090 -4.37034 -3.92941
O -9.97674 -5.35125 -4.72888
B -10.49739 -4.74013 -5.97349
O -10.29989 -3.30388 -5.85455
C -9.84884 -3.00882 -4.66044
O -9.56559 -1.92417 -4.25247
O -11.91671 -5.10196 -6.08290
C -12.15201 -5.55585 -7.29766
O -13.17864 -5.83487 -7.81901
C -10.74326 -5.69250 -7.98169
O -9.81555 -5.25285 -7.14414
O -10.53938 -6.00115 -9.11797
O -9.19002 -7.28183 -1.50469
H -9.60730 -7.49136 -2.34701
H -8.52493 -6.62127 -1.73002
C -14.65302 -3.15880 -4.22056
O -15.04001 -4.32967 -4.24382
N -13.44802 -2.80557 -4.74057
N -15.36853 -2.15091 -3.66715
H -12.89146 -3.53116 -5.15991
H -12.99671 -1.92634 -4.56987
H -16.21383 -2.45025 -3.21398
H -15.13607 -1.18038 -3.71892
C -13.74422 -8.89930 -10.55104
O -14.06974 -8.33559 -11.60556
N -12.57284 -8.59937 -9.92945
N -14.53982 -9.83398 -9.97063
H -11.93155 -7.90600 -10.26120
H -12.46631 -9.13344 -9.08484
H -14.12145 -10.45370 -9.29859
H -15.47239 -10.02461 -10.27235
C -11.72610 -8.99361 -3.00148
O -10.80803 -9.75033 -2.68585
N -13.00818 -9.23805 -2.61714
N -11.55785 -7.83267 -3.68363
H -13.75411 -8.65131 -2.93293
H -13.12575 -10.06259 -2.05933
H -12.34624 -7.23139 -3.83990
H -10.69037 -7.54209 -4.09480
C -10.28784 1.43062 -2.55952
O -9.92944 0.92708 -1.50569
N -9.96799 0.89236 -3.78067
N -10.99712 2.59597 -2.63902
H -9.47862 0.01210 -3.86541
H -10.18569 1.41589 -4.60582
H -11.35923 2.98869 -1.79270
H -11.20306 2.98178 -3.53764
C -6.73295 -6.10105 -5.81867
C -5.46483 -5.75006 -6.62118
C -5.42123 -4.30400 -7.14908
O -4.36062 -5.91159 -5.73094
H -6.98006 -5.32404 -5.09764
H -6.60523 -7.06836 -5.33108
H -7.54393 -6.25529 -6.53581
H -5.35128 -6.43413 -7.46837
H -5.34061 -3.63055 -6.29801
H -6.35158 -4.08062 -7.67062
H -4.57507 -4.26805 -7.83019
H -4.17798 -6.84054 -5.57800
C -16.48004 -6.39833 -9.50117
C -17.18042 -7.20673 -10.59000
C -18.63889 -6.77000 -10.62090
O -16.62970 -6.97291 -11.86323
H -15.44312 -6.71170 -9.37548
H -17.04306 -6.38043 -8.56778
H -16.46328 -5.35624 -9.83306
H -17.10988 -8.27238 -10.33064
H -19.23071 -7.00231 -11.50774
H -18.70751 -5.68536 -10.51538
H -19.14453 -7.25631 -9.78217
H -15.80070 -7.45688 -11.99906
C -6.59084 -1.19492 -3.40877
C -6.37350 -1.10631 -4.94359
C -6.93828 0.12231 -5.65082
O -4.96204 -1.08925 -5.13878
H -6.32037 -2.15480 -2.97323
H -7.62351 -0.97706 -3.14475
H -5.94815 -0.40098 -3.02597
H -6.79113 -1.98404 -5.45729
H -8.01017 0.17213 -5.44475
H -6.79299 0.15652 -6.72537
H -6.56623 1.00178 -5.11654
H -4.58877 -1.88034 -4.73775
C -11.97512 -0.23198 -9.49124
C -12.95393 -0.02891 -8.33164
C -12.35239 -0.25301 -6.93793
O -13.52130 1.27595 -8.35541
H -11.10545 0.42505 -9.43863
H -12.51023 -0.07373 -10.43235
H -11.63093 -1.25715 -9.65023
H -13.74090 -0.77347 -8.46133
H -11.65580 0.56393 -6.73409
H -11.72243 -1.14986 -6.93211
H -13.11031 -0.44718 -6.18574
H -12.80095 1.88130 -8.14980
C -7.27864 -5.02012 -12.09528
C -6.92857 -5.57496 -10.72531
C -7.61867 -6.94316 -10.55744
O -5.52676 -5.72975 -10.62598
H -8.31965 -4.68719 -12.12985
H -7.04078 -5.71466 -12.90229
H -6.75247 -4.07857 -12.28600
H -7.25481 -4.86394 -9.96636
H -8.69609 -6.84252 -10.69039
H -7.57658 -7.21565 -9.49850
H -7.08709 -7.65437 -11.18533
H -5.16773 -6.23344 -11.36047
C -11.75166 -3.79273 -11.49817
C -13.03970 -4.41597 -12.00815
C -14.24612 -3.75079 -11.29626
O -13.18303 -4.01580 -13.40827
H -11.67493 -2.73319 -11.76038
H -10.86239 -4.36437 -11.75355
H -11.86344 -3.70935 -10.41013
H -13.14243 -5.48754 -11.85446
H -15.08144 -3.73755 -11.99252
H -14.05451 -2.72837 -10.96554
H -14.48366 -4.40733 -10.45406
H -12.85301 -3.11440 -13.41589
```

The value obtained for the total energy is -2923.18972 hartree. Its molar mass is 805.66 g/mol. The LUMO energy comes out at 0.0674 Eh. For the HOMO energy, the calculation gives -7.80 eV. The total charge is -1.

***

No. 4
This record from the Open Molecules 2025 dataset describes a 12-piece molecular cluster, C26H66BO30 overall. The level of theory is wB97M-V/def2-TZVPD.

```
123
C26H66BO30 wB97M-V/def2-TZVPD
O -0.26892 3.26909 0.05417
C -0.61682 2.10384 0.08734
O 0.17675 1.16659 0.32270
B -0.43118 -0.12920 0.05744
O -1.80506 0.29440 -0.24857
C -1.90255 1.57851 -0.16415
O -2.99763 2.20374 -0.24552
O -0.43531 -1.04968 1.19706
C -0.01906 -2.19482 0.80433
O 0.09620 -3.15592 1.40444
C 0.49127 -2.09488 -0.58256
O 0.19295 -0.94708 -1.03430
O 1.25416 -2.79500 -1.18101
C -0.73130 3.36008 3.52719
C -2.04670 4.02960 3.34595
O -1.97695 5.10619 2.45750
O -1.10625 2.09002 4.15999
H -0.19789 3.95856 4.37423
H -0.02577 3.09059 2.76830
H -2.50680 4.29926 4.26270
H -2.92556 3.56547 2.81857
H -1.44266 4.74944 1.60586
H -0.43090 1.49406 4.48846
C -5.89157 -0.26517 1.30090
C -5.81167 0.54389 0.02913
O -5.03031 0.02212 -1.05750
O -6.10260 0.61542 2.30808
H -4.99061 -0.76339 1.55080
H -6.69948 -1.04146 1.27783
H -5.25579 1.55854 0.09770
H -6.76270 0.61641 -0.45653
H -4.10452 0.21071 -1.02385
H -5.34994 0.70622 2.75220
C -3.08104 5.50513 -1.74530
C -1.95351 4.86456 -2.45730
O -1.89107 5.40996 -3.73863
O -3.22822 5.05441 -0.51764
H -3.83848 5.16568 -2.35811
H -2.90773 6.49050 -1.56608
H -1.99290 3.78562 -2.54554
H -1.00669 5.21803 -1.95824
H -2.49023 4.87605 -4.32992
H -3.12555 4.02724 -0.50704
C 3.03959 4.59725 1.32136
C 1.70013 5.45001 1.34487
O 1.23362 5.48169 -0.04849
O 3.48097 4.28729 2.62666
H 3.95323 5.07149 0.65908
H 2.85012 3.77218 0.50286
H 1.99549 6.49206 1.60713
H 1.16041 4.95552 1.97998
H 0.69122 4.71228 -0.21330
H 4.23768 4.85515 2.80612
C 1.39720 -6.39608 -1.14683
C 0.04025 -6.01757 -0.55573
O 0.01604 -5.89358 0.82790
O 1.60673 -6.32465 -2.54114
H 1.69164 -7.35899 -0.81570
H 1.97114 -5.50632 -0.75938
H -0.69938 -6.78544 -1.00256
H -0.36558 -5.02935 -0.75138
H -0.26402 -5.03873 1.21933
H 1.99691 -5.45849 -2.75506
C 4.30143 -2.67472 -0.30932
C 4.07212 -2.79140 1.15921
O 4.72500 -3.92968 1.57850
O 3.60247 -1.61951 -0.96425
H 4.23720 -3.72826 -0.86032
H 5.35386 -2.34450 -0.44606
H 3.01491 -2.93115 1.35423
H 4.51124 -1.74668 1.57669
H 5.49395 -3.72255 2.30941
H 2.69007 -1.86920 -1.02454
C -2.43930 0.03609 -5.03437
C -2.30504 -1.01608 -4.01669
O -2.09524 -2.26853 -4.42797
O -2.62436 1.27810 -4.34188
H -3.31450 0.01212 -5.84302
H -1.61710 0.07735 -5.55660
H -3.37908 -1.34808 -3.45022
H -1.67888 -0.94968 -3.09346
H -1.27348 -2.42422 -4.97069
H -3.66091 1.15660 -4.08100
C 2.21210 1.38733 -2.65551
C 0.85993 1.61499 -3.53295
O -0.36487 1.37988 -2.93708
O 3.31877 1.80340 -3.41344
H 2.43765 0.23177 -2.35093
H 2.06531 2.08662 -1.82811
H 0.96918 0.99328 -4.50211
H 0.77996 2.67804 -3.96572
H -0.94743 1.46671 -3.60132
H 3.31720 2.63106 -3.49355
C 0.03217 -3.70478 6.09812
C 1.06171 -3.31087 4.93889
O 0.32956 -2.38644 4.15537
O 0.61309 -4.79086 6.84610
H -0.91754 -4.00827 5.70098
H -0.13623 -2.81604 6.84793
H 1.35688 -4.18686 4.51933
H 1.89875 -2.85504 5.67728
H -0.05622 -2.63654 3.28699
H 1.30390 -4.37532 7.34060
C 2.09592 0.33951 4.79243
C 2.07214 0.45923 3.30685
O 3.37629 0.69654 2.67504
O 0.81011 0.06181 5.29787
H 2.50585 1.23135 5.22943
H 2.79887 -0.34072 5.24904
H 1.48572 1.20588 2.85616
H 1.64224 -0.38067 2.93146
H 3.90426 1.07673 3.44873
H 0.50280 -0.85831 5.12019
C 1.03393 -3.52716 -4.62251
C 1.11535 -2.09072 -4.81266
O 0.16702 -1.82741 -5.90233
O 1.86900 -3.87284 -3.58092
H 1.22948 -4.10852 -5.49162
H 0.09355 -3.83304 -4.42038
H 1.98185 -1.82241 -5.10191
H 0.85683 -1.53171 -3.95256
H 0.48949 -2.26646 -6.67834
H 1.65826 -3.46823 -2.67332
```

The value obtained for the total energy is -3312.03487 hartree. Its molar mass is 869.60 g/mol. The energy relative to the best compared isomer or geometry (same formula, charge and spin) is 1114.3 kJ/mol. The LUMO energy comes out at 0.0538 Eh. For the HOMO energy, the calculation gives -6.97 eV. The total charge is -1.

***

What is the total energy in the third record?
-2923.18972 hartree

***

molar mass of number 2 (C26H65CrN12OP)?
644.86 g/mol

***

The highest total charge belongs to which entry?
C26H65CrN12OP